w.
{"formula": "C5H10N2", "method": "the ωB97M-V functional and the def2-TZVPD basis", "symbols": ["C", "C", "N", "C", "C", "C", "N", "H", "H", "H", "H", "H", "H", "H", "H", "H", "H"], "xyz": [[0.59081, 1.87215, -0.21907], [0.32271, 0.80801, -1.27583], [1.00801, -0.54331, -1.25081], [-0.36368, -0.40625, -0.84028], [-0.90216, -0.52135, 0.55434], [-0.84040, -1.80121, 1.28657], [0.00802, -0.67251, 1.67831], [1.29193, 2.64241, -0.55479], [0.95536, 1.46035, 0.72875], [-0.36325, 2.36671, 0.00733], [0.22978, 1.15574, -2.29346], [1.88211, -0.12253, -1.02675], [-1.01040, -0.85210, -1.60144], [-1.74876, 0.14271, 0.73722], [-1.62655, -2.05517, 1.99346], [-0.37073, -2.64803, 0.79041], [0.93719, -0.82566, 1.28605]], "lumo_ha": 0.043, "homo_lumo_gap_ev": 10.323, "smiles": "C[C@H]1N[C@H]1[C@H]1CN1"}

***

x.
{"formula": "C5H10N2", "method": "the ωB97M-V functional and the def2-TZVPD basis", "symbols": ["C", "C", "C", "C", "N", "C", "N", "H", "H", "H", "H", "H", "H", "H", "H", "H", "H"], "xyz": [[1.14756, 0.01262, -1.96858], [0.50049, 0.25524, -0.83263], [0.18077, -1.03084, 0.23481], [1.16767, -0.98942, 1.39605], [0.06082, 1.44972, -0.38015], [-1.01641, 1.47188, 0.33763], [-2.25946, 1.10030, -0.04972], [1.18004, 0.75119, -2.75613], [1.66211, -0.91885, -2.14636], [-0.83734, -1.14160, 0.61425], [0.35401, -1.90795, -0.38591], [0.99916, -0.10819, 2.01539], [2.19910, -0.95140, 1.02991], [1.07986, -1.88457, 2.01697], [-0.97289, 2.04720, 1.25024], [-2.36378, 0.48079, -0.83522], [-3.08170, 1.36388, 0.45945]], "lumo_ha": 0.029, "homo_lumo_gap_ev": 8.240, "smiles": "C=C(CC)/N=C\\N"}

***

Result of the stability comparison: x is the most stable of them.

***

w.
{"formula": "C4H9N4", "method": "the ωB97M-V functional and the def2-TZVPD basis", "symbols": ["C", "C", "C", "C", "N", "N", "N", "N", "H", "H", "H", "H", "H", "H", "H", "H", "H"], "xyz": [[1.01196, -0.35122, -0.34994], [1.99281, -1.31404, -0.68191], [0.93096, 1.54497, 1.26366], [-2.59863, -0.18669, -0.84696], [-1.80338, -0.40483, 1.49973], [-0.13345, 0.22432, -0.63185], [1.14709, 0.83683, 0.23294], [-2.03160, -0.16738, 0.44916], [2.87287, -0.79746, -0.98954], [2.35960, -1.77220, 0.33549], [1.68568, -2.13592, -1.28302], [-0.10744, 1.38835, 1.55074], [1.72473, 1.23369, 1.86452], [0.99728, 2.60731, 0.94586], [-2.28381, -1.07790, -1.32563], [-3.77549, -0.17472, -0.71281], [-1.98921, 0.54692, -1.32047]], "lumo_ha": [-0.183, -0.183], "homo_lumo_gap_ev": [7.262, 7.263], "total_charge": 1}

***

x.
{"formula": "C4H9N4", "method": "the ωB97M-V functional and the def2-TZVPD basis", "symbols": ["C", "C", "C", "C", "N", "N", "N", "N", "H", "H", "H", "H", "H", "H", "H", "H", "H"], "xyz": [[1.33035, -1.22675, -0.78334], [0.63982, 0.78415, 0.06564], [0.11950, -0.28897, -0.87789], [-0.06969, 1.95177, 0.45827], [2.23741, -0.72398, -0.09200], [1.92002, 0.53300, 0.32702], [-0.99072, -0.27043, -1.55863], [-0.74003, -1.12274, 1.31011], [1.55452, -2.20567, -1.18350], [-1.03700, 1.66678, 0.76893], [-0.16108, 2.64535, -0.44284], [0.48145, 2.40059, 1.14221], [-1.09482, -0.65938, -2.49622], [-1.72307, 0.45593, -1.38143], [-0.16486, -1.95634, 1.25835], [-1.72731, -1.39620, 1.26253], [-0.57448, -0.58711, 2.22279]], "lumo_ha": [-0.238, -0.238], "homo_lumo_gap_ev": [7.712, 7.712], "total_charge": 1}

***

Result of the stability comparison: x is the most stable of them.

***

w.
{"formula": "C4H9N4", "method": "the ωB97M-V functional and the def2-TZVPD basis", "symbols": ["C", "C", "C", "C", "N", "N", "N", "N", "H", "H", "H", "H", "H", "H", "H", "H", "H"], "xyz": [[-1.04026, -0.71905, 0.08474], [-0.02317, -0.08308, -0.71173], [1.12248, 0.97142, 1.18391], [0.05851, -0.12154, -2.18308], [-1.07641, -0.56083, 1.33640], [0.98190, 0.57503, -0.13841], [2.34998, 0.80598, 1.67302], [-2.05615, -0.90977, 2.10176], [-1.86498, -1.28749, -0.42414], [0.03305, 0.86604, -2.62666], [0.99566, -0.53014, -2.31122], [-0.77395, -0.56933, -2.70866], [1.52403, 0.93879, -0.89732], [2.57252, 1.28759, 2.57363], [3.08975, 0.16407, 1.19606], [-2.90292, -1.25759, 1.82376], [-1.91602, -1.07069, 3.08377]], "lumo_ha": -0.174, "homo_lumo_gap_ev": 7.800, "total_charge": 1}

***

x.
{"formula": "C4H9N4", "method": "the ωB97M-V functional and the def2-TZVPD basis", "symbols": ["C", "C", "C", "N", "N", "C", "N", "N", "H", "H", "H", "H", "H", "H", "H", "H", "H"], "xyz": [[1.36045, -1.16115, -1.12727], [-0.05710, -0.98914, -0.90110], [-0.37425, -0.77332, 0.60364], [-0.04291, -1.80303, 1.25715], [0.34232, -2.70499, 1.72067], [-0.76232, 0.42955, 1.29186], [-0.53653, 0.50972, 2.62781], [-1.21856, 1.52281, 0.69601], [1.79248, -1.81858, -0.40105], [2.10331, -0.27256, -0.95799], [1.50404, -1.38567, -2.11871], [-0.68316, -1.80024, -1.40527], [-0.46640, -0.18873, -1.57184], [-0.07159, -0.20281, 3.21671], [-0.78178, 1.44221, 3.12940], [-1.06908, 1.68010, -0.35371], [-1.46033, 2.40650, 1.13748]], "lumo_ha": -0.141, "homo_lumo_gap_ev": 9.687, "total_charge": 1, "smiles": "CCC([N+]#N)=C(N)N"}

***

y.
{"formula": "C4H9N4", "method": "the ωB97M-V functional and the def2-TZVPD basis", "symbols": ["N", "C", "C", "N", "C", "N", "C", "N", "H", "H", "H", "H", "H", "H", "H", "H", "H"], "xyz": [[-1.96430, -0.00109, -0.13378], [-1.10334, -1.18621, 0.18108], [0.29473, -0.59168, 0.34473], [1.47763, -1.32282, 0.11033], [2.46736, -0.40576, -0.08717], [2.05618, 0.79583, -0.06771], [0.68581, 0.74306, 0.18073], [-0.22709, 1.86040, 0.14827], [-2.89081, -0.24970, -0.04709], [-1.80718, 0.27321, -1.03451], [-1.03261, -1.74475, -0.69932], [-1.57595, -1.63274, 1.07060], [1.49898, -2.30272, 0.13613], [3.56430, -0.61200, -0.32031], [-0.06462, 2.56975, 0.81796], [-0.19417, 2.34895, -0.81937], [-1.18492, 1.45826, 0.21942]], "lumo_ha": -0.118, "homo_lumo_gap_ev": 10.187, "total_charge": 1, "smiles": "NCc1[nH]cnc1[NH3+]"}

***

Result of the stability comparison: y is the most stable of them.

***

w.
{"formula": "C4H6OS", "method": "the ωB97M-V functional and the def2-TZVPD basis", "symbols": ["C", "O", "C", "C", "C", "S", "H", "H", "H", "H", "H", "H"], "xyz": [[1.14008, 0.67225, -1.06753], [1.43801, -0.05851, 0.08426], [0.29350, -0.60114, 0.68956], [-0.88957, 0.22339, 1.02868], [-0.97414, -0.69481, -0.20378], [-0.50447, 0.16145, -1.76244], [1.13473, 1.76107, -0.91542], [1.87150, 0.32762, -1.88429], [0.57267, -1.37426, 1.41005], [-1.00063, 1.31552, 1.01489], [-1.37002, -0.23913, 1.95778], [-1.71166, -1.49345, -0.35174]], "lumo_ha": 0.034, "homo_lumo_gap_ev": 9.339, "smiles": "C1O[C@H]2C[C@H]2S1"}

***

x.
{"formula": "C4H6OS", "method": "the ωB97M-V functional and the def2-TZVPD basis", "symbols": ["C", "C", "C", "C", "O", "S", "H", "H", "H", "H", "H", "H"], "xyz": [[0.71561, 0.34202, 0.24313], [1.37739, 1.12429, 1.20537], [0.17707, -1.16560, -0.43691], [-1.26188, -1.04254, -0.73434], [0.33913, -3.71490, -0.53945], [1.19631, -2.58726, -0.14027], [0.34197, 0.89185, -0.58648], [1.33374, 2.23893, 1.26912], [1.80044, 0.71633, 2.08033], [-1.41922, -0.00049, -1.03288], [-1.75223, -1.25580, 0.23229], [-1.55523, -1.87997, -1.54377]], "lumo_ha": [-0.026, -0.026], "homo_lumo_gap_ev": [7.960, 7.966]}

***

y.
{"formula": "C4H6OS", "method": "the ωB97M-V functional and the def2-TZVPD basis", "symbols": ["C", "C", "S", "C", "C", "O", "H", "H", "H", "H", "H", "H"], "xyz": [[0.68028, 1.42207, 0.09279], [1.00201, -0.06085, -0.09743], [2.53740, -0.51488, -0.48485], [-0.16445, -1.11982, 0.15929], [-1.64770, -0.67567, -0.11446], [-1.92186, 0.19835, -0.88904], [1.56790, 1.89664, -0.47595], [0.73448, 1.71339, 1.19072], [-0.25606, 1.76743, -0.39975], [-0.17220, -1.39916, 1.20739], [0.08769, -1.95811, -0.44792], [-2.44749, -1.26939, 0.25919]], "lumo_ha": -0.011, "homo_lumo_gap_ev": 8.535, "smiles": "CC(=S)CC=O"}

***

Result of the stability comparison: y is the most stable of them.

***

w.
{"formula": "C4H6OS", "method": "the ωB97M-V functional and the def2-TZVPD basis", "symbols": ["C", "C", "C", "C", "H", "H", "H", "H", "H", "H", "O", "S"], "xyz": [[-1.45296, 0.82545, 0.03896], [0.55509, 0.25377, -0.45518], [1.60337, -0.46455, -0.05549], [0.28194, -0.85753, 0.40102], [-2.14503, 0.80646, 0.92215], [-1.94600, 1.26259, -0.81374], [0.35064, 0.38553, -1.51663], [2.16751, -0.36805, 0.80604], [2.07699, -1.44004, -0.79817], [0.08235, -0.62084, 1.47919], [-0.14675, 1.28274, 0.12557], [-1.42716, -1.06553, -0.13371]], "lumo_ha": 0.031, "homo_lumo_gap_ev": 9.240}

***

x.
{"formula": "C4H6OS", "method": "the ωB97M-V functional and the def2-TZVPD basis", "symbols": ["C", "C", "C", "C", "O", "S", "H", "H", "H", "H", "H", "H"], "xyz": [[-0.89190, -0.95628, -0.75434], [1.43704, 0.15244, 0.52202], [0.18854, 0.99115, 0.81005], [0.01991, -0.37529, 0.65956], [-2.29091, -0.52679, -2.78543], [-1.58001, 0.14980, -1.66819], [-0.68715, -2.05986, -0.88091], [1.83040, 0.43043, -0.43677], [2.31364, 0.04824, 1.29762], [0.25028, 1.43680, 1.73571], [-0.32983, 1.69922, 0.07650], [-0.26000, -0.98986, 1.42418]], "lumo_ha": -0.001, "homo_lumo_gap_ev": 9.479}

***

Result of the stability comparison: x is the most stable of them.

***

w.
{"formula": "C4H6OS", "method": "the ωB97M-V functional and the def2-TZVPD basis", "symbols": ["C", "C", "C", "C", "O", "S", "H", "H", "H", "H", "H", "H"], "xyz": [[-0.39656, 0.67698, 0.67831], [-0.95483, 1.09720, -0.38452], [0.83716, -0.29546, 0.78400], [0.73147, -0.14164, -1.52604], [1.51649, -0.25704, -0.41810], [-0.35575, -1.37603, -2.18871], [-0.82844, 0.62505, 1.66053], [-1.66713, 1.61018, -0.92487], [1.44236, -0.02330, 1.61502], [0.24163, -1.08108, 0.93494], [1.39827, 0.19150, -2.33409], [-0.58979, -1.97178, -1.11057]], "lumo_ha": [0.029, 0.029], "homo_lumo_gap_ev": [8.447, 8.450]}

***

x.
{"formula": "C4H6OS", "method": "the ωB97M-V functional and the def2-TZVPD basis", "symbols": ["O", "C", "C", "C", "S", "C", "H", "H", "H", "H", "H", "H"], "xyz": [[2.55589, -0.12006, -0.31524], [1.35075, 0.03490, -0.55079], [0.29617, 0.13677, 0.46540], [-0.47952, -1.15104, 0.18808], [-1.94384, -0.17873, -0.46415], [-0.76974, 1.11818, 0.05312], [0.94516, -0.02012, -1.58970], [0.79614, 0.25012, 1.47405], [-0.93363, -1.67911, 1.10535], [-0.03609, -1.96588, -0.46778], [-1.28888, 1.69473, 0.91793], [-0.49242, 1.88025, -0.81625]], "lumo_ha": 0.018, "homo_lumo_gap_ev": 9.439, "smiles": "O=CC1CSC1"}

***

Result of the stability comparison: x is the most stable of them.